(1)
{
  "formula": "C4H7O2Zn",
  "method": "ωB97M-V/def2-TZVPD",
  "total_charge": 0,
  "de_lowest_kcal_mol": 0.0,
  "spin_multiplicity": 2,
  "homo_energy_ev": [-8.2, -8.7],
  "elements": ["H", "O", "C", "C", "C", "C", "O", "Zn", "H", "H", "H", "H", "H", "H"],
  "coordinates": [[1.608, -0.166, 0.508], [1.729, 1.623, -0.647], [1.095, 0.391, -0.369], [-0.342, 0.609, -0.069], [-1.372, -0.375, -0.586], [-1.123, -0.348, 0.900], [-0.504, -1.362, 1.530], [1.051, -2.130, 1.804], [2.476, 1.472, -1.232], [1.215, -0.311, -1.211], [-0.642, 1.660, -0.036], [-0.982, -1.251, -1.111], [-2.313, 0.024, -0.973], [-1.896, 0.164, 1.492]],
  "forces_ev_per_angstrom": [[-0.4, 0.9, -0.8], [0.0, 0.1, 0.1], [0.9, -1.3, 0.5], [-1.2, -0.2, 0.6], [-0.2, 0.0, 0.1], [0.1, 1.5, -1.1], [-1.0, -0.2, 0.2], [1.1, -0.4, 0.1], [0.0, 0.0, 0.1], [0.0, 0.3, 0.1], [0.2, -0.4, 0.0], [-0.1, 0.3, 0.1], [0.3, -0.2, 0.1], [0.4, -0.3, -0.1]]
}

---

(2)
{
  "formula": "C30H55BGaN6O3PSe2Te2",
  "method": "ωB97M-V/def2-TZVPD",
  "total_charge": 0,
  "de_lowest_kcal_mol": 15.5,
  "homo_energy_ev": -6.1,
  "elements": ["Ga", "C", "C", "C", "C", "C", "C", "C", "C", "C", "N", "N", "B", "N", "N", "C", "C", "C", "C", "C", "C", "C", "C", "C", "N", "N", "C", "C", "C", "C", "C", "C", "C", "C", "C", "H", "H", "H", "H", "H", "H", "H", "H", "H", "H", "H", "H", "H", "H", "H", "H", "H", "H", "H", "H", "H", "H", "H", "H", "H", "H", "H", "H", "H", "H", "H", "H", "H", "H", "H", "H", "H", "H", "H", "H", "H", "H", "H", "H", "H", "H", "Se", "Te", "Te", "Se", "C", "O", "P", "O", "C", "O", "C", "H", "H", "H", "H", "H", "H", "H", "H", "H"],
  "coordinates": [[-0.264, -0.166, 0.255], [-4.634, 1.141, 2.351], [-3.244, 0.524, 2.510], [-3.067, -0.044, 3.920], [-2.177, 1.544, 2.242], [-2.095, 2.826, 2.796], [-0.935, 3.383, 2.299], [-0.362, 4.738, 2.599], [-1.392, 5.831, 2.311], [0.108, 4.798, 4.055], [-0.357, 2.475, 1.486], [-1.123, 1.340, 1.456], [0.875, 2.597, 0.563], [1.915, 1.504, 0.901], [1.457, 0.251, 1.196], [2.469, -0.429, 1.760], [3.587, 0.397, 1.810], [3.199, 1.611, 1.266], [4.026, 2.845, 1.065], [4.382, 3.473, 2.415], [5.292, 2.510, 0.273], [2.345, -1.789, 2.380], [1.739, -1.646, 3.782], [3.697, -2.493, 2.451], [0.372, 2.385, -0.884], [-0.432, 1.306, -1.154], [-0.961, 1.508, -2.376], [-0.492, 2.715, -2.879], [0.347, 3.241, -1.911], [1.038, 4.576, -1.916], [1.881, 4.763, -3.179], [-0.007, 5.689, -1.793], [-2.013, 0.639, -3.002], [-2.567, 1.274, -4.274], [-1.499, -0.761, -3.288], [-5.393, 0.370, 2.483], [-4.766, 1.584, 1.363], [-4.812, 1.918, 3.098], [-3.145, -0.288, 1.789], [-3.027, 0.765, 4.654], [-2.152, -0.631, 4.004], [-3.898, -0.706, 4.166], [-2.793, 3.279, 3.478], [0.502, 4.903, 1.957], [-2.257, 5.730, 2.969], [-1.749, 5.782, 1.282], [-0.957, 6.818, 2.477], [-0.732, 4.652, 4.736], [0.556, 5.770, 4.272], [0.848, 4.025, 4.265], [1.363, 3.670, 0.689], [4.555, 0.144, 2.206], [3.437, 3.566, 0.497], [4.919, 2.758, 3.041], [3.486, 3.785, 2.955], [5.019, 4.347, 2.275], [5.966, 1.892, 0.871], [5.824, 3.424, 0.005], [5.064, 1.963, -0.641], [1.680, -2.403, 1.774], [2.445, -1.142, 4.447], [1.512, -2.629, 4.195], [0.813, -1.072, 3.759], [4.365, -2.002, 3.162], [4.186, -2.520, 1.477], [3.559, -3.521, 2.788], [-0.745, 3.157, -3.826], [1.690, 4.630, -1.045], [1.300, 4.540, -4.075], [2.759, 4.119, -3.180], [2.222, 5.797, -3.251], [-0.674, 5.689, -2.657], [0.480, 6.664, -1.738], [-0.618, 5.559, -0.898], [-2.832, 0.569, -2.276], [-1.780, 1.388, -5.024], [-3.012, 2.253, -4.092], [-3.337, 0.629, -4.697], [-0.656, -0.733, -3.984], [-2.285, -1.381, -3.717], [-1.163, -1.268, -2.390], [-1.092, -2.098, 1.655], [-3.134, -3.456, 1.816], [-1.192, -4.020, -1.806], [0.307, -2.529, -0.471], [3.724, -2.041, -4.726], [3.658, -1.018, -3.727], [2.532, -1.258, -2.547], [3.398, -2.095, -1.456], [4.770, -1.816, -1.178], [2.615, 0.240, -1.892], [3.253, 1.368, -2.470], [4.604, -1.838, -5.333], [2.834, -2.024, -5.357], [3.822, -3.030, -4.274], [5.221, -2.738, -0.817], [4.839, -1.048, -0.403], [5.297, -1.479, -2.070], [2.731, 1.691, -3.373], [4.295, 1.160, -2.716], [3.203, 2.164, -1.728]],
  "forces_ev_per_angstrom": [[-0.8, -0.1, 0.3], [0.0, 0.0, 0.0], [0.0, 0.1, 0.0], [0.0, 0.0, 0.0], [-0.1, -0.1, 0.1], [0.1, 0.0, 0.0], [0.1, 0.0, -0.1], [0.0, 0.0, 0.1], [0.0, 0.0, 0.0], [0.0, 0.0, 0.0], [0.1, 0.0, 0.1], [0.2, 0.1, -0.1], [-0.1, 0.0, -0.1], [-0.1, 0.0, 0.3], [0.2, 0.0, -0.3], [0.0, -0.1, 0.0], [0.0, 0.1, 0.0], [0.0, 0.0, -0.1], [0.0, 0.0, 0.1], [0.0, 0.1, 0.0], [0.0, 0.0, 0.0], [0.0, 0.0, 0.0], [0.0, 0.0, 0.0], [0.0, 0.0, 0.0], [-0.1, 0.0, 0.1], [0.4, -0.1, -0.4], [-0.3, 0.0, 0.1], [0.2, 0.0, -0.1], [0.0, 0.0, 0.1], [0.0, 0.0, -0.1], [0.0, 0.0, 0.0], [0.0, 0.0, 0.0], [0.0, 0.0, 0.1], [0.0, 0.1, 0.0], [0.1, 0.0, -0.1], [0.0, 0.0, 0.0], [0.0, 0.0, 0.0], [0.0, 0.0, 0.0], [0.0, 0.0, 0.0], [0.0, 0.0, 0.0], [0.0, 0.1, 0.0], [0.0, 0.0, 0.0], [0.0, 0.0, 0.0], [0.0, 0.0, 0.0], [0.0, 0.0, 0.0], [0.0, 0.0, 0.0], [0.0, 0.0, 0.0], [0.0, 0.0, 0.0], [0.0, 0.0, 0.0], [0.0, 0.0, 0.0], [0.1, 0.0, -0.1], [0.0, 0.0, 0.0], [0.0, 0.0, 0.0], [0.0, 0.0, 0.0], [0.0, 0.0, 0.0], [0.0, 0.0, 0.0], [0.0, 0.0, 0.0], [0.0, 0.0, 0.0], [0.0, 0.0, 0.1], [0.0, 0.0, 0.0], [0.0, 0.0, 0.0], [0.0, 0.0, 0.0], [0.0, 0.0, 0.0], [0.0, 0.0, 0.0], [0.0, 0.0, 0.0], [0.0, 0.0, 0.0], [0.0, 0.0, 0.0], [0.1, 0.0, 0.0], [0.0, 0.0, 0.0], [0.0, -0.1, 0.0], [0.0, 0.0, 0.0], [0.0, 0.0, 0.0], [0.0, 0.0, 0.0], [0.0, 0.0, 0.0], [0.0, 0.0, 0.0], [0.0, 0.0, 0.0], [0.0, 0.0, 0.0], [0.0, 0.0, 0.0], [0.0, 0.0, 0.0], [0.0, 0.0, 0.0], [0.0, 0.1, 0.0], [0.2, 0.0, 0.5], [0.1, 0.2, -0.4], [0.2, 0.2, 0.3], [-0.3, -0.3, -0.3], [0.0, 0.0, 0.0], [-0.1, 0.0, -0.1], [0.3, 0.1, 0.1], [0.0, -0.2, -0.2], [0.0, 0.1, 0.1], [0.0, 0.0, 0.0], [-0.1, 0.0, -0.1], [0.0, 0.0, 0.0], [0.0, 0.0, 0.0], [0.0, 0.0, 0.0], [0.0, 0.0, 0.0], [0.0, 0.0, 0.0], [0.0, 0.0, 0.0], [0.0, 0.0, 0.0], [0.0, 0.0, 0.0], [0.0, 0.0, 0.0]]
}

---

Number 1: calculated total energy -2086.304269 Eh. Number 2: calculated total energy -9360.481510 Eh.